264
Properties=species:S:1:pos:R:3:forces:R:3:mulliken_charge:R:1 method="wB97M-V/def2-TZVPD" lumo_ev=0.36 homo_energy_ev=-8.5 orbital_gap_ev=8.8566 e_tot_ha=-5381.244049
O 5.17505 0.98543 -3.01483 -0.05 0.39 1.10 -0.55
C 5.32745 1.72312 -2.06207 -1.68 -0.10 -1.85 0.25
O 6.53849 2.00389 -1.60305 0.43 -0.24 0.11 -0.38
C 6.49267 2.94611 -0.55655 -0.38 1.75 0.21 -0.74
C 5.05270 3.61143 -0.58996 0.56 -0.79 0.40 0.06
C 4.24986 2.58107 -1.35041 0.07 -0.97 0.14 2.65
H 7.25720 3.69882 -0.74898 0.07 -0.06 -0.09 0.40
H 6.77587 2.45681 0.37538 -0.42 -0.03 0.12 0.29
H 4.97442 4.55518 -1.12968 0.61 0.12 0.23 0.41
H 4.65961 3.72787 0.42000 0.14 0.25 -0.19 -0.22
H 3.46953 2.95421 -2.01370 0.41 0.13 -0.35 -0.65
H 3.67201 1.96831 -0.65852 0.23 -0.41 0.01 -1.65
O -3.57384 -2.21837 -3.46623 0.14 0.02 0.52 -0.63
C -4.50898 -2.50457 -2.76136 0.81 -0.87 -0.79 0.29
O -5.68581 -1.92010 -2.93795 -1.26 0.64 0.05 -0.41
C -6.68702 -2.52298 -2.10748 0.08 0.28 1.01 -0.65
C -5.95120 -3.23166 -0.99826 1.22 -0.28 -0.72 -0.12
C -4.62549 -3.61987 -1.74462 -0.76 0.00 0.96 1.81
H -7.28691 -3.24636 -2.65971 -0.10 0.41 -0.32 0.32
H -7.25270 -1.77515 -1.55173 -0.49 0.34 -1.06 0.41
H -6.65051 -3.99184 -0.65012 0.68 -0.38 0.36 0.45
H -5.70226 -2.50606 -0.22390 -0.08 -0.17 0.22 -0.21
H -4.73853 -4.56230 -2.28048 -0.09 -0.02 -0.13 -0.70
H -3.74292 -3.71270 -1.11173 -0.12 0.14 -0.09 -0.74
O 1.81899 -5.01310 3.45529 -1.93 2.08 -1.98 -0.75
C 1.15995 -4.12859 2.86643 0.54 -3.63 3.17 0.04
O 1.68606 -2.98454 2.56755 0.66 1.76 0.06 -0.34
C 0.69123 -2.05387 2.08523 1.07 -0.06 -1.31 0.75
C -0.65456 -2.68445 2.32870 -0.02 1.56 -0.61 2.73
C -0.33399 -4.11201 2.51224 0.39 -1.55 0.42 0.18
H 0.94250 -2.00294 1.02581 -0.36 0.39 0.04 -1.05
H 0.81503 -1.06825 2.53392 0.28 -0.33 0.10 -0.33
H -1.26420 -2.51911 1.44039 -0.37 0.22 0.31 -0.27
H -1.01801 -2.16912 3.21777 -0.65 -0.53 0.07 -1.55
H -0.40842 -4.71217 1.60540 -0.18 0.10 -0.28 0.04
H -0.99075 -4.57916 3.24608 0.58 -0.17 0.18 -0.02
O 1.81252 -6.71078 -2.45368 0.94 0.48 -1.04 -0.57
C 2.75410 -6.35099 -3.14416 -2.74 0.13 2.21 0.27
O 3.63466 -7.22032 -3.58103 0.47 -0.88 -0.16 -0.40
C 4.70449 -6.59648 -4.26724 -0.21 0.98 -0.18 -0.46
C 4.24670 -5.12529 -4.47670 0.49 -0.19 -0.67 -0.59
C 3.10444 -4.92600 -3.49831 0.40 -0.18 -0.15 0.92
H 4.79568 -7.14233 -5.20630 0.56 0.12 0.14 0.33
H 5.58795 -6.61194 -3.62899 0.12 -0.40 -0.23 0.25
H 3.88955 -5.04102 -5.50308 -0.01 0.21 -0.01 0.22
H 5.08527 -4.44102 -4.34757 -0.12 0.03 -0.03 0.36
H 2.25907 -4.36224 -3.89280 -0.01 -0.28 0.04 -0.28
H 3.39296 -4.42503 -2.57425 0.06 -0.04 0.05 0.03
O -5.20705 -7.13351 -3.06269 1.85 0.48 -1.18 -0.65
C -4.14295 -6.93568 -3.65041 -3.25 -1.21 1.25 0.43
O -4.07908 -6.94971 -5.00711 -0.60 -0.24 0.70 -0.38
C -2.80579 -6.44961 -5.38678 -0.54 0.83 -1.23 -0.48
C -1.92344 -6.78972 -4.25165 1.60 1.04 0.40 0.01
C -2.82700 -6.66162 -3.02344 0.80 -0.73 -0.23 0.93
H -2.94714 -5.37997 -5.54164 0.26 0.29 0.20 0.21
H -2.53298 -6.83312 -6.36994 0.02 -0.41 0.21 0.33
H -1.07372 -6.10737 -4.22962 0.18 -0.15 0.08 -0.03
H -1.53681 -7.79809 -4.39932 -0.08 -0.07 0.42 0.29
H -2.93446 -5.75038 -2.43506 0.53 0.46 -0.56 -0.78
H -2.48869 -7.36965 -2.26691 -0.66 -0.28 -0.02 0.29
O -2.84256 -5.73498 0.05297 0.43 -0.61 -0.19 -0.53
C -3.30913 -5.43040 1.11032 -0.57 -1.03 -0.64 0.08
O -3.55664 -4.16649 1.37060 0.02 2.27 -1.23 0.24
C -4.12106 -3.93264 2.61646 0.15 -0.13 1.76 0.54
C -3.81151 -5.20863 3.38522 0.10 0.32 0.59 -0.48
C -3.77664 -6.25125 2.27157 -0.24 -0.51 1.51 -0.91
H -5.20035 -3.78048 2.62544 -0.17 0.01 -0.72 0.45
H -3.68224 -3.03921 3.06065 0.17 0.00 -0.11 -0.58
H -4.58461 -5.29710 4.14850 0.26 -0.61 0.09 0.63
H -2.82154 -5.19066 3.84099 -0.17 0.31 0.27 -0.04
H -4.79155 -6.64278 2.20259 0.03 -0.08 -0.86 0.34
H -3.12189 -7.08421 2.52769 0.01 0.05 -0.36 0.40
C -3.98067 3.52729 -2.40610 0.06 -2.00 0.72 -0.83
O -2.86629 3.98081 -1.69731 0.59 0.67 0.48 -0.27
C -1.57107 3.93159 -2.33236 -1.07 0.90 0.55 -0.55
C -0.63005 4.70049 -1.34207 -2.29 -0.68 0.08 -0.41
N 0.66088 4.86163 -1.80846 2.84 -1.10 -0.10 2.11
C 1.55575 5.64555 -0.92243 -0.89 0.67 -0.70 -1.26
C 1.54692 5.39170 0.59809 1.31 -0.36 -0.51 -0.48
O 2.38374 4.25299 0.90473 -0.67 0.54 0.96 0.24
C 2.54074 4.10384 2.34636 -0.76 -0.44 -1.41 -0.42
H -4.80083 3.42404 -1.69561 -0.25 0.97 0.02 0.22
H -3.84027 2.45718 -2.55855 0.23 -0.30 -0.97 0.20
H -4.28168 4.00479 -3.33856 0.31 0.44 0.08 0.38
H -1.71565 4.43660 -3.28743 0.56 0.43 -0.21 0.76
H -1.27948 2.91693 -2.60357 0.27 -0.28 0.48 -0.30
H -0.62399 4.17986 -0.38447 -0.25 -0.24 0.03 -0.39
H -1.06184 5.68394 -1.15637 -0.79 0.30 0.20 0.67
H 0.60312 5.37583 -2.67585 0.29 0.03 0.03 -0.76
H 1.25975 6.67228 -1.13761 -0.29 0.71 0.84 0.48
H 2.53848 5.67344 -1.39311 0.38 -0.69 0.56 0.31
H 0.55475 5.31802 1.04339 -0.35 -0.54 -0.29 0.00
H 1.96606 6.22975 1.15495 0.28 0.50 -0.42 0.64
H 2.69520 3.03337 2.48177 0.31 0.11 0.32 -0.16
H 1.60070 4.36912 2.83013 -0.09 0.01 0.19 0.18
H 3.34067 4.71074 2.77051 0.16 0.01 -0.21 0.34
C -1.58779 0.38621 -4.16529 0.12 -1.80 -0.55 -0.96
O -0.37929 1.04983 -4.01255 -0.16 1.57 0.46 0.40
C 0.42982 1.20911 -5.15789 1.27 1.17 1.33 -0.87
C 1.47647 2.32634 -4.77948 0.03 -0.22 -1.07 0.17
N 0.94413 3.67787 -4.84051 -0.79 1.24 -0.01 -0.20
C 1.90160 4.80047 -5.01144 0.92 -2.36 -0.47 -0.44
C 1.31781 6.17262 -5.15152 0.16 -1.31 0.01 -0.78
O 0.36574 6.31103 -4.12975 -1.17 1.96 -1.07 -0.35
C -0.24352 7.62042 -4.16079 0.54 0.15 0.83 -1.03
H -2.06539 0.19447 -3.20444 0.13 0.34 0.10 -0.22
H -1.30883 -0.59333 -4.55362 -0.51 -0.53 -0.14 0.35
H -2.32233 0.78424 -4.86539 0.12 0.64 -0.04 0.68
H -0.11502 1.49953 -6.05617 -0.14 -0.03 0.00 0.52
H 0.99619 0.28783 -5.29418 -0.01 -0.26 -0.44 0.12
H 2.29874 2.25147 -5.49106 0.05 -0.05 -0.28 0.79
H 1.94269 2.13488 -3.81301 -0.14 -0.38 0.28 -0.77
H 0.51325 3.87219 -3.94794 -0.38 -0.27 0.01 0.02
H 2.41485 4.60134 -5.95220 0.29 0.00 -0.10 0.65
H 2.66808 4.71286 -4.24142 0.24 0.43 0.40 -0.05
H 0.92050 6.18732 -6.16643 -0.67 0.55 0.06 0.41
H 2.12820 6.89691 -5.06925 0.00 0.30 0.05 0.42
H -0.65947 8.00502 -5.09201 -0.17 -0.94 -0.46 0.34
H 0.52128 8.36369 -3.93555 0.20 0.08 0.36 0.34
H -1.01044 7.66217 -3.38737 0.06 -0.15 -0.07 0.28
C -3.84898 -2.99401 8.98884 0.41 -1.52 -0.26 -0.73
O -3.32878 -3.22167 7.67012 0.24 1.99 -0.12 -0.44
C -2.98852 -1.92535 7.12642 -0.20 0.66 -1.99 -1.20
C -2.12494 -1.91466 5.83750 -0.89 -1.01 0.83 0.24
N -0.90518 -2.66177 5.94892 1.33 0.64 -0.59 0.23
C 0.22406 -2.07141 6.71929 -0.45 -1.03 -0.10 -1.34
C 0.81268 -0.76688 6.23976 0.03 0.83 0.41 0.59
O 0.00658 0.36059 6.56648 -0.79 0.39 0.49 -0.34
C 0.48624 1.63416 6.15075 -0.83 -0.74 -0.75 0.04
H -4.29003 -3.94421 9.29001 0.11 -0.08 0.12 0.30
H -4.65444 -2.26567 9.08299 0.27 0.42 -0.38 0.21
H -2.98606 -2.79796 9.62525 -0.27 0.39 0.37 0.31
H -2.52313 -1.19143 7.78435 0.02 -0.51 0.89 0.45
H -3.86931 -1.44751 6.69750 -0.73 0.09 0.69 0.75
H -2.00971 -0.88859 5.48821 0.43 0.15 0.47 -0.01
H -2.75342 -2.31643 5.04272 0.05 -0.55 -0.17 -0.48
H -1.10252 -3.56258 6.36085 -0.06 -0.10 -0.06 0.37
H 1.01484 -2.81616 6.62916 0.28 0.09 -0.17 0.65
H 0.00298 -2.09477 7.78638 -0.09 0.68 0.31 0.35
H 0.99282 -0.81564 5.16586 0.02 -0.01 -0.33 -0.64
H 1.75321 -0.55950 6.75015 0.44 -0.62 -0.14 0.56
H 1.47128 1.92708 6.51405 0.15 -0.30 0.14 0.32
H -0.25038 2.39076 6.42101 0.00 -0.15 0.45 0.09
H 0.44722 1.62960 5.06146 0.55 0.20 -0.34 -0.30
C -1.73099 6.44372 8.84256 -1.17 0.18 -0.08 -0.69
O -2.84889 6.42736 7.93383 0.11 -0.21 0.77 -0.42
C -2.49249 5.74650 6.76417 0.51 -0.59 -0.06 0.08
C -3.64054 5.54061 5.78465 -1.08 1.64 1.28 -1.13
N -3.29413 4.74843 4.68034 1.67 -0.83 -1.66 0.28
C -2.38789 5.47019 3.79064 -0.10 -0.36 -1.27 -1.02
C -2.62786 5.02225 2.32576 -0.34 -0.10 0.53 0.14
O -4.02256 5.23614 1.96719 0.35 -1.02 -0.10 -0.48
C -4.70613 4.08214 1.44838 0.22 -0.73 -0.35 -0.03
H -2.15701 6.67793 9.81814 0.17 0.06 -0.02 0.26
H -1.00239 7.20701 8.56939 0.09 0.05 -0.15 0.28
H -1.24734 5.46827 8.89429 0.03 -0.11 -0.06 0.28
H -2.10153 4.75824 7.00622 0.16 -0.36 0.16 -0.01
H -1.65487 6.31656 6.36227 0.12 -0.06 -0.81 0.37
H -3.92219 6.54503 5.46854 -0.33 0.45 -0.16 0.46
H -4.52633 5.15320 6.28802 0.17 -0.27 0.27 0.47
H -4.03247 4.47309 4.04858 -0.76 0.15 0.72 0.07
H -1.33888 5.29852 4.03194 0.14 -0.07 0.05 0.27
H -2.55773 6.54600 3.83397 -0.10 0.30 0.11 0.44
H -2.31656 3.98206 2.22984 -0.49 -0.40 0.05 -0.20
H -1.95686 5.52845 1.63177 -0.23 0.52 -0.05 0.20
H -4.06785 3.40556 0.88010 0.50 0.34 -0.26 -0.21
H -5.54918 4.28835 0.78895 0.25 0.97 -0.05 0.49
H -5.16308 3.39668 2.16212 0.15 0.33 1.02 -0.02
C 4.81571 -2.24006 7.86222 -0.67 0.14 0.38 -0.91
O 4.12721 -1.97289 6.64856 0.93 0.02 -0.25 -0.12
C 5.03840 -1.91466 5.53355 -0.38 -0.28 -0.45 -0.90
C 4.25679 -1.56018 4.24834 0.07 0.43 0.02 0.37
N 4.98363 -0.79514 3.23683 0.22 0.51 -0.62 -0.45
C 4.13240 -0.38931 2.11917 -0.55 0.62 -0.48 0.01
C 4.90992 -0.18991 0.81861 0.57 -0.74 1.03 0.87
O 5.90968 -1.20456 0.79825 -0.04 -0.08 -0.70 -0.58
C 6.79407 -1.08586 -0.29766 0.32 -0.16 -0.06 -0.62
H 5.47503 -1.44736 8.21581 0.36 0.35 -0.60 0.37
H 5.37958 -3.17279 7.84941 -0.04 -0.15 -0.17 0.34
H 4.06984 -2.27153 8.65644 -0.22 -0.38 -0.14 0.24
H 5.47797 -2.89072 5.32812 0.10 -0.37 0.45 0.35
H 5.87432 -1.26005 5.78016 -0.11 0.50 -0.23 0.42
H 3.41543 -0.93595 4.54924 -0.28 -0.21 0.04 -0.20
H 3.92848 -2.46500 3.73685 -0.58 -0.23 0.59 0.26
H 5.61128 -1.40305 2.73028 0.61 -0.29 0.52 0.42
H 3.65293 0.57940 2.25992 -0.16 0.26 0.58 -0.25
H 3.30188 -1.04896 1.86779 -0.01 -0.64 0.39 -0.12
H 5.37815 0.79396 0.84807 0.21 0.16 -0.27 -0.13
H 4.21175 -0.29768 -0.01147 0.07 0.18 -0.28 -0.21
H 7.42410 -1.97023 -0.39283 -0.23 -0.24 0.37 0.33
H 7.48845 -0.25925 -0.14720 -0.10 0.36 -0.11 0.26
H 6.27487 -0.98566 -1.25081 -0.19 0.25 -0.04 0.14
C -5.31086 0.78069 8.36584 0.76 0.49 -0.74 -0.72
O -5.52731 0.93860 6.95433 0.28 0.08 -0.10 -0.42
C -4.36921 1.43015 6.22181 -0.83 -0.31 0.89 -0.15
C -4.56599 1.40089 4.69962 -0.65 -0.82 1.29 -0.27
N -4.76412 0.01116 4.27377 1.77 0.43 -1.16 0.22
C -4.88333 -0.15422 2.80549 0.09 0.45 0.19 -1.68
C -3.73249 0.27784 1.83506 -0.96 -1.42 1.84 2.96
O -4.28922 0.15516 0.52587 0.65 0.98 1.76 -0.70
C -3.28743 0.44639 -0.40475 0.11 -1.09 -1.60 -0.11
H -4.34113 0.31929 8.55244 -0.07 -0.78 -0.08 0.21
H -6.14493 0.23604 8.80832 0.16 -0.05 -0.23 0.27
H -5.16536 1.72024 8.89893 -0.54 0.56 -0.19 0.31
H -3.52602 0.78654 6.47259 0.21 -0.20 -0.14 -0.27
H -4.10909 2.41213 6.61695 -0.10 0.38 -0.31 0.41
H -3.64616 1.86939 4.34959 -0.01 -0.26 -0.55 0.01
H -5.43929 1.94865 4.34549 -0.01 0.79 0.25 0.38
H -5.56727 -0.39692 4.73041 -0.06 0.17 0.02 0.31
H -5.67187 0.46661 2.38017 -0.89 -0.26 0.16 0.44
H -5.06726 -1.22391 2.70539 -0.26 0.16 -0.64 0.10
H -2.90288 -0.40124 2.03175 0.37 -0.22 -0.58 -1.00
H -3.37338 1.27013 2.10801 -0.15 0.40 -0.47 -0.55
H -3.79884 0.62888 -1.34988 0.10 0.32 -0.03 0.34
H -2.71187 -0.46393 -0.57255 0.41 -0.18 -0.01 0.06
H -2.55861 1.22464 -0.17838 -0.37 0.37 0.37 -0.18
C -0.33433 1.17053 2.18323 -1.02 0.00 0.13 -0.58
O -0.14463 0.66225 0.91348 2.11 -0.01 -1.13 1.11
C 0.86203 1.34457 0.08868 -2.26 -1.23 -1.68 0.32
C 0.80947 0.53221 -1.25727 1.16 1.05 1.40 0.73
N 1.76290 -0.55873 -1.13202 0.30 -0.59 -1.32 1.52
C 1.93817 -1.26416 -2.40287 -0.44 -1.84 0.11 -1.07
C 0.75058 -2.24560 -2.75820 -0.42 1.99 0.28 -0.20
O 0.76256 -3.37365 -1.93179 1.36 -0.13 0.05 -0.40
C -0.38471 -4.16951 -1.84574 -0.58 -0.42 0.76 -0.65
H 0.56291 1.31953 2.78394 0.24 0.29 -0.15 0.20
H -0.95563 0.43774 2.69811 -0.02 0.00 0.28 -0.25
H -0.95487 2.05561 2.04302 0.20 0.66 0.71 -0.11
H 1.89277 1.39392 0.43975 -0.10 -0.58 0.62 -0.56
H 0.58754 2.37577 -0.13355 -0.42 0.17 0.31 -0.17
H 1.15007 1.23311 -2.01939 0.33 -0.22 -0.16 -0.47
H -0.17075 0.22325 -1.62035 -0.38 0.19 0.62 -0.79
H 1.45502 -1.32106 -0.54536 -0.37 0.41 0.67 -0.20
H 2.73419 -1.99558 -2.26332 0.71 0.38 -0.15 0.42
H 2.16192 -0.56241 -3.20635 -0.03 -0.13 -0.04 -0.12
H 0.74080 -2.47685 -3.82334 0.12 -0.31 -0.24 0.62
H -0.14036 -1.65254 -2.55181 -0.57 -0.11 -0.21 0.03
H -1.06527 -3.76855 -1.09462 -0.45 0.43 -0.16 -0.14
H -0.13333 -5.14592 -1.43160 0.53 -0.01 -0.23 0.51
H -0.91899 -4.36120 -2.77628 0.11 0.40 -0.26 0.38
C 2.66309 -1.13285 -12.98262 -0.12 -0.22 -0.04 -0.79
O 3.38741 -0.73134 -11.86872 -0.27 -0.13 1.08 -0.30
C 4.67292 -0.31516 -12.08090 1.87 1.40 -0.52 -0.52
C 5.07254 0.69563 -11.00957 -0.14 -0.37 0.41 -0.79
N 5.04847 -0.02654 -9.74141 -0.40 0.35 1.03 -0.38
C 4.99533 0.80918 -8.52197 0.12 -1.61 0.25 -0.91
C 4.71923 -0.06814 -7.26312 -0.16 1.20 -0.45 -0.43
O 3.38823 -0.59910 -7.30976 -0.02 -0.18 0.00 -0.40
C 3.13527 -1.55362 -6.28125 0.36 -0.36 -0.48 -0.84
H 1.99071 -1.88686 -12.57338 -0.39 0.10 -0.63 0.24
H 3.29514 -1.56192 -13.76012 0.09 -0.25 -0.02 0.35
H 2.16329 -0.26332 -13.40950 -0.41 -0.10 -0.14 0.28
H 4.83470 0.13354 -13.06101 -0.46 0.40 -0.34 0.52
H 5.41595 -1.11259 -12.09129 -0.09 -0.58 0.40 0.29
H 4.41322 1.56354 -10.99742 -0.58 0.07 -0.16 0.36
H 6.04867 1.13980 -11.20447 0.34 -0.40 -0.03 0.39
H 4.16146 -0.50716 -9.69340 -0.16 -0.47 -0.40 0.31
H 4.18301 1.53559 -8.54565 0.18 0.57 -0.21 0.43
H 6.00086 1.21253 -8.40231 -0.23 0.62 0.23 0.39
H 4.76240 0.58891 -6.39449 0.17 0.16 0.22 0.36
H 5.54684 -0.76939 -7.15629 -0.37 -0.73 -0.08 0.42
H 3.33585 -1.17203 -5.28012 0.58 0.05 0.05 0.23
H 3.69945 -2.44318 -6.56140 0.47 -0.17 0.65 0.53
H 2.11502 -1.93122 -6.21341 -0.41 0.66 -0.72 0.33